A structure of composition C50H48FN5O4Ru at a distorted geometry. Source: OMol25; level of theory: ωB97M-V with the def2-TZVPD basis set.

Element x y z (Å)
Ru  0.70  0.82  0.01
F  -3.84  -3.82  -2.19
O  0.06  -1.12  -0.78
O  -2.10  0.83  1.51
O  4.02  -2.31  0.08
O  2.72  -0.49  -0.17
N  1.31  0.34  1.96
N  0.60  2.60  0.85
N  -0.43  1.75  -1.39
N  1.59  -4.67  -2.09
N  2.68  2.01  -1.21
C  -3.71  -0.09  -0.92
C  1.60  1.46  2.66
C  2.56  2.60  4.59
C  1.93  -2.58  -0.95
C  1.19  2.71  2.08
C  -5.65  0.54  1.99
C  -0.07  -6.71  -3.24
C  4.25  1.81  -2.83
C  0.57  -2.21  -1.09
C  -2.50  -4.01  -2.17
C  1.82  1.82  -3.60
C  -1.17  -0.76  3.99
C  -3.20  0.70  2.08
C  -0.64  -5.44  -2.67
C  -1.72  3.38  -3.27
C  -1.16  3.97  -2.09
C  2.41  -0.98  3.60
C  4.91  1.92  -1.58
C  -1.65  1.98  -3.44
C  3.00  -1.71  -0.28
C  -3.28  0.48  3.53
C  2.70  0.13  4.34
C  -0.13  4.96  0.32
C  2.36  -3.77  -1.44
C  -3.93  2.40  -0.47
C  2.29  1.40  3.89
C  -0.74  5.81  -0.60
C  -5.69  0.32  3.37
C  -1.24  5.34  -1.80
C  -4.48  1.00  -0.16
C  2.15  3.78  4.05
C  0.22  -4.46  -2.14
C  3.62  -5.61  -3.19
C  -1.26  1.77  4.28
C  4.19  2.16  0.84
C  -4.46  0.74  1.33
C  -0.30  -3.26  -1.64
C  1.33  -6.44  -3.76
C  3.93  2.02  -0.63
C  -2.03  0.45  4.38
C  -2.00  -5.21  -2.68
C  -4.51  0.30  4.12
C  1.69  -0.84  2.41
C  2.90  1.86  -2.56
C  2.22  -5.89  -2.65
C  -0.51  3.12  -1.17
C  0.01  3.60  0.04
C  -1.02  1.21  -2.51
C  1.48  3.85  2.81
C  -1.69  -3.04  -1.67
H  2.72  -1.97  3.91
H  -5.52  0.96  -0.47
H  -0.03  -7.48  -2.47
H  -3.97  2.60  -1.54
H  -4.51  3.17  0.05
H  3.61  -4.70  -3.80
H  3.57  2.94  1.29
H  3.25  0.05  5.26
H  1.29  -5.71  -4.58
H  2.37  4.71  4.57
H  -1.71  6.00  -2.51
H  -0.72  -7.08  -4.04
H  -0.95  0.13  -2.62
H  -0.82  6.87  -0.37
H  0.19  5.40  1.24
H  5.24  2.41  0.99
H  -3.77  0.08  -1.99
H  1.78  -7.35  -4.15
H  3.94  -6.45  -3.80
H  -2.68  -5.95  -3.08
H  -2.89  2.49  -0.15
H  -2.09  1.50  -4.31
H  2.27  1.88  -4.59
H  3.99  1.21  1.36
H  1.22  0.91  -3.55
H  -2.08  -2.11  -1.29
H  1.41  -1.70  1.82
H  -4.14  -1.07  -0.69
H  -1.88  2.60  4.62
H  -0.36  1.73  4.90
H  -2.35  0.32  5.42
H  -1.73  -1.69  4.12
H  -2.21  4.01  -4.00
H  2.28  -6.64  -1.86
H  1.24  4.83  2.44
H  1.12  2.66  -3.49
H  -6.64  0.17  3.86
H  4.69  1.70  -3.82
H  -4.55  0.13  5.19
H  3.41  -4.00  -1.29
H  5.97  1.91  -1.39
H  -0.27  -0.80  4.61
H  -2.66  -0.08  -0.63
H  -0.97  1.95  3.25
H  -0.87  -0.68  2.95
H  -6.57  0.57  1.42
H  3.10  2.56  5.53
H  4.35  -5.48  -2.39

- ΔE to the lowest compared entry with this formula, charge and spin (kcal/mol) = 44.0
- spin multiplicity = 6
- gap between HOMO and LUMO (alpha / beta) (Ha) = 0.1534 / 0.1161
- charge = -1
- E_HOMO (alpha / beta) (eV) = -2.35 / -2.78
- maximum force (Eh/bohr) = 0.077
- expectation value of S² = 8.8047



A structure of composition C50H51AsLiNP2Se2. Source: OMol25; level of theory: ωB97M-V with the def2-TZVPD basis set.

Element x y z (Å)
Se  2.71  -2.56  -0.14
Se  0.56  -2.55  2.86
As  -0.75  4.84  -3.31
P  2.51  -2.72  1.97
P  0.01  0.80  -1.06
N  -1.86  -2.26  -0.70
C  2.42  0.40  -2.34
C  1.28  5.47  -1.28
C  -0.18  2.99  -2.83
C  4.59  -6.27  2.16
C  4.45  -6.64  3.49
C  -0.43  -4.19  -2.79
C  4.31  -0.29  4.76
C  -1.01  1.51  3.37
C  3.65  -1.51  2.78
C  0.06  5.84  -1.85
C  1.87  6.23  -0.29
C  2.52  2.13  -0.68
C  -2.57  4.61  -2.63
C  0.32  1.40  3.03
C  -0.53  -5.29  -0.52
C  -2.65  -4.44  -1.60
C  3.71  -5.84  4.35
C  3.83  2.40  -1.05
C  0.69  1.11  1.73
C  -5.06  -4.83  -1.73
C  -2.99  4.89  -1.33
C  5.37  0.17  2.66
C  -4.67  3.47  -3.02
C  1.26  7.39  0.16
C  4.00  -5.10  1.70
C  -1.62  1.02  1.10
C  -1.99  1.29  2.41
C  1.80  1.12  -1.32
C  -3.94  -0.19  -1.50
C  -4.61  -1.23  -0.60
C  -0.27  0.98  0.74
C  4.44  1.68  -2.07
C  -4.27  -0.96  0.88
C  5.23  0.44  4.01
C  -5.27  -3.52  -1.30
C  -1.27  -5.04  -1.83
C  0.07  7.81  -0.43
C  -3.73  -5.24  -1.88
C  -4.25  4.49  -0.89
C  -5.09  3.77  -1.73
C  4.60  -0.80  2.05
C  3.11  -4.68  3.89
C  -4.24  -2.65  -1.00
C  -0.51  7.05  -1.43
C  3.52  -1.25  4.14
C  -0.53  2.55  -1.42
C  3.73  0.69  -2.72
C  3.27  -4.29  2.56
C  -3.43  3.90  -3.47
C  -2.83  -3.07  -1.06
Li  -0.35  -1.70  0.07
H  -0.33  -3.19  -2.36
H  -3.11  3.66  -4.47
H  -3.21  -1.17  1.03
H  4.70  -1.00  0.98
H  -2.33  5.41  -0.65
H  4.19  0.12  -3.52
H  -4.85  -1.63  1.52
H  5.14  -6.91  1.48
H  -2.86  -0.35  -1.45
H  -1.43  7.38  -1.90
H  -4.18  0.84  -1.19
H  -4.26  -0.32  -2.54
H  1.09  1.51  3.79
H  -5.32  2.89  -3.67
H  -6.30  -3.15  -1.21
H  -0.66  2.34  -3.56
H  -1.06  -6.04  0.08
H  1.74  0.97  1.49
H  -2.38  0.84  0.35
H  0.90  2.92  -3.01
H  -4.50  0.08  1.15
H  4.92  -7.55  3.85
H  -0.09  3.21  -0.67
H  4.38  3.19  -0.54
H  0.49  -5.63  -0.69
H  -1.29  1.74  4.39
H  -3.54  -6.25  -2.26
H  -4.56  4.71  0.12
H  -0.93  -4.11  -3.77
H  1.87  -0.39  -2.83
H  2.50  -4.08  4.55
H  6.09  0.74  2.07
H  -3.04  1.32  2.68
H  -5.89  -5.49  -1.95
H  0.56  -4.63  -2.94
H  5.46  1.89  -2.34
H  5.83  1.21  4.48
H  4.20  -0.10  5.82
H  3.58  -6.14  5.39
H  1.71  7.98  0.95
H  -1.42  -6.02  -2.31
H  2.06  2.71  0.11
H  -0.40  8.73  -0.11
H  -0.50  -4.37  0.05
H  1.77  4.56  -1.62
H  -1.62  2.58  -1.29
H  -5.70  -1.13  -0.72
H  2.81  5.91  0.15
H  4.11  -4.80  0.66
H  2.76  -1.77  4.71
H  -6.05  3.43  -1.37

- ΔE to the lowest compared entry with this formula, charge and spin (kcal/mol) = 17.8
- gap between HOMO and LUMO (Ha) = 0.0967
- charge = -2
- E_HOMO (eV) = 1.05
- maximum force (Eh/bohr) = 0.017



A structure of composition C50H51N5O3S3Se2V at a distorted geometry. Source: OMol25; level of theory: ωB97M-V with the def2-TZVPD basis set.

Element x y z (Å)
Se  0.20  -3.28  0.97
Se  2.21  -1.62  -2.54
V  -0.30  -1.03  0.11
S  1.22  3.18  -0.07
S  -2.99  -1.65  -1.42
S  -1.83  1.67  -0.14
O  -1.91  -1.42  -0.29
O  -2.96  1.05  -0.89
O  2.55  3.33  0.58
N  0.86  -3.24  3.82
N  1.42  -0.15  0.89
N  1.17  -1.05  -1.21
N  -1.17  -3.86  3.43
N  3.67  -1.26  -1.68
C  -2.32  -0.44  5.58
C  -3.10  -0.32  3.18
C  0.54  2.60  -2.76
C  1.98  -0.63  -0.24
C  -2.98  0.15  1.89
C  -2.66  -0.69  -4.38
C  -3.60  7.53  2.92
C  -1.88  0.92  1.52
C  -1.79  8.72  -2.53
C  -3.70  5.37  1.85
C  4.25  -0.27  0.52
C  2.88  2.85  -2.24
C  -0.73  5.15  -0.45
C  -0.06  -3.40  2.85
C  -4.29  6.39  2.62
C  -3.72  3.14  1.00
C  -1.10  6.35  -1.18
C  2.27  0.33  1.78
C  -2.45  6.67  -1.45
C  0.60  4.80  -0.51
C  1.56  2.82  -1.83
C  -2.79  7.83  -2.10
C  -4.80  -2.70  0.35
C  2.56  2.14  -5.96
C  -1.98  -2.47  -2.69
C  -1.03  0.73  3.77
C  3.68  0.28  1.63
C  -0.89  1.21  2.47
C  -2.43  3.30  0.44
C  -2.40  -4.24  2.74
C  2.25  -2.86  3.63
C  0.87  2.39  -4.09
C  -5.73  -3.84  0.75
C  0.31  -3.58  5.03
C  1.60  5.67  -1.00
C  -2.14  -0.02  4.15
C  3.19  2.62  -3.57
C  -2.41  5.55  1.29
C  -2.27  7.67  2.47
C  -4.37  4.15  1.62
C  3.38  -0.75  -0.49
C  -3.84  -3.11  -0.77
C  -1.70  6.72  1.67
C  2.19  2.38  -4.52
C  -0.10  7.22  -1.69
C  -1.82  4.56  0.41
C  1.26  6.88  -1.53
C  -0.47  8.41  -2.34
C  -0.97  -3.97  4.79
C  -1.51  -1.46  -3.74
H  2.31  -1.93  3.09
H  -6.36  -3.53  1.58
H  -1.70  8.54  2.76
H  -5.39  -1.86  0.00
H  -2.32  -0.12  -5.24
H  -0.80  -0.77  -3.28
H  -5.30  6.25  2.99
H  4.30  0.70  2.41
H  4.23  2.66  -3.89
H  -5.38  4.01  1.99
H  -3.97  -0.90  3.46
H  -1.17  -2.96  -2.16
H  -0.07  1.86  2.22
H  -1.51  -1.09  5.92
H  -3.76  -0.01  1.16
H  -3.83  8.06  -2.28
H  -0.50  2.64  -2.47
H  -4.21  2.18  0.89
H  -3.24  5.98  -1.17
H  0.86  -3.53  5.95
H  -3.10  -4.66  3.46
H  2.78  -3.63  3.08
H  -5.18  -4.73  1.06
H  1.85  0.77  2.68
H  -3.08  -3.83  -0.45
H  -3.11  0.01  -3.67
H  -2.06  9.65  -3.03
H  1.69  2.18  -6.61
H  -4.22  -2.37  1.21
H  -0.28  0.99  4.51
H  -1.73  -4.32  5.46
H  -3.26  -0.97  5.72
H  -2.85  -3.37  2.27
H  3.28  2.89  -6.30
H  5.33  -0.34  0.38
H  -6.38  -4.12  -0.08
H  3.65  3.07  -1.51
H  -4.05  8.31  3.52
H  -4.39  -3.51  -1.63
H  2.71  -2.73  4.61
H  0.31  9.07  -2.69
H  3.03  1.16  -6.07
H  -2.33  0.43  6.23
H  -0.98  -2.02  -4.52
H  -2.18  -4.99  1.98
H  0.08  2.26  -4.82
H  -2.63  -3.22  -3.15
H  -0.67  6.84  1.37
H  -3.44  -1.38  -4.73
H  2.03  7.56  -1.87
H  2.63  5.38  -0.90

- ΔE to the lowest compared entry with this formula, charge and spin (kcal/mol) = 0.0
- spin multiplicity = 3
- gap between HOMO and LUMO (alpha / beta) (Ha) = 0.1413 / 0.1384
- charge = +3
- E_HOMO (alpha / beta) (eV) = -13.58 / -13.58
- maximum force (Eh/bohr) = 0.064
- expectation value of S² = 2.0268



A structure of composition C50H51N7O2Sc at a distorted geometry. Source: OMol25; level of theory: ωB97M-V with the def2-TZVPD basis set.

Element x y z (Å)
Sc  -0.06  0.88  -0.29
O  -1.52  2.38  -0.33
O  -1.52  0.04  1.10
N  -2.53  1.41  3.06
N  -0.56  -3.07  -0.91
N  -1.94  -0.21  -1.77
N  2.37  0.22  0.00
N  1.17  -1.27  2.23
N  0.60  1.74  1.54
N  -1.85  5.17  0.85
C  -4.69  4.05  -1.03
C  2.08  -3.11  0.86
C  -2.46  -3.41  3.15
C  -1.76  -3.46  1.92
C  5.90  0.47  -1.10
C  5.75  0.93  -2.40
C  1.41  1.02  5.08
C  2.06  0.68  -4.31
C  1.53  -2.59  2.03
C  2.28  -4.47  0.71
C  1.93  -5.35  1.71
C  2.92  -0.97  3.85
C  4.77  0.20  -0.36
C  -2.77  -4.69  3.87
C  1.45  3.15  3.31
C  2.57  0.60  5.64
C  1.68  -0.60  3.23
C  -2.95  3.76  2.54
C  3.33  0.75  -2.23
C  -2.75  2.55  -0.61
C  1.39  -4.85  2.89
C  -2.74  2.71  3.63
C  -3.12  0.18  -1.48
C  -3.36  3.87  -0.59
C  -5.52  2.98  -1.27
C  -1.79  -1.02  1.75
C  4.49  1.05  -2.95
C  -0.62  -2.26  0.04
C  -2.85  0.25  3.58
C  0.99  1.85  2.69
C  -1.98  -1.43  -2.59
C  2.03  0.91  -2.93
C  -2.69  5.04  -0.16
C  -0.08  1.68  -4.58
C  -2.83  -2.20  3.66
C  0.96  0.60  3.75
C  3.36  -0.38  4.98
C  -3.59  1.48  -1.06
C  -0.64  -1.97  -3.10
C  3.50  0.37  -0.89
C  0.83  1.37  -2.31
C  -1.63  4.20  1.89
C  1.20  -3.50  3.05
C  -6.97  3.18  -1.57
C  -4.95  1.70  -1.27
C  0.24  -2.66  -2.03
C  -1.42  -2.32  1.24
C  -0.17  1.80  -3.20
C  1.01  1.05  -5.13
C  -2.51  -0.98  3.01
H  -3.96  -0.48  -1.75
H  -0.99  4.66  2.64
H  -3.37  -5.35  3.25
H  -2.51  -2.22  -2.05
H  2.53  0.90  0.75
H  2.06  -6.41  1.58
H  -0.88  2.05  -5.22
H  -2.00  1.33  2.17
H  -7.13  3.26  -2.65
H  -3.39  0.25  4.53
H  4.41  1.42  -3.96
H  -1.08  2.27  -2.82
H  -0.11  0.38  3.77
H  -0.07  -1.16  -3.55
H  1.49  3.90  2.52
H  2.42  3.06  3.78
H  4.29  -0.69  5.42
H  2.88  0.97  6.60
H  -1.10  3.32  1.48
H  -3.32  -4.49  4.79
H  -2.96  5.96  -0.66
H  -7.33  4.09  -1.11
H  -3.61  3.34  1.78
H  0.73  3.47  4.06
H  -3.38  -2.15  4.59
H  -7.55  2.33  -1.21
H  -1.39  6.06  0.96
H  2.71  -4.84  -0.21
H  0.78  -3.10  3.96
H  6.88  0.37  -0.66
H  -3.61  2.67  4.30
H  4.86  -0.13  0.67
H  -0.89  -2.69  -3.88
H  1.13  -5.53  3.69
H  1.03  -1.96  -1.72
H  -1.46  -4.42  1.52
H  -1.85  -5.20  4.12
H  3.46  -1.78  3.39
H  1.08  0.87  -6.20
H  -5.58  0.86  -1.52
H  -3.46  4.63  2.97
H  0.78  1.72  5.62
H  -0.02  -1.31  -0.01
H  6.61  1.22  -2.98
H  2.45  -0.68  0.48
H  -5.08  5.05  -1.08
H  -1.87  2.99  4.24
H  2.91  0.19  -4.74
H  0.71  -3.55  -2.46
H  -2.57  -1.19  -3.49
H  2.38  -2.47  0.04

- ΔE to the lowest compared entry with this formula, charge and spin (kcal/mol) = 70.7
- gap between HOMO and LUMO (Ha) = 0.2207
- charge = +1
- E_HOMO (eV) = -9.44
- maximum force (Eh/bohr) = 0.026